[1]
2
Properties=species:S:1:pos:R:3:forces:R:3:mulliken_charge:R:1 method="wB97M-V/def2-TZVPD" lumo_ha="-0.2362 / -0.3745" e_tot_ha=-2701.41068 s2=2.01 gap_ev="10.2 / 4.2" total_charge=+1 e_homo_ev="-16.66 / -14.37" multiplicity=3
Pd 31.0720 11.3953 -15.6136 -0.852 -0.096 -0.355 0.7312
Br 27.7609 11.0197 -16.9917 0.852 0.096 0.355 0.2688

=====

[2]
2
Properties=species:S:1:pos:R:3:forces:R:3:mulliken_charge:R:1 method="wB97M-V/def2-TZVPD" lumo_ha="-0.5111 / -0.6296" e_tot_ha=-2692.26496 s2=3.76 gap_ev="10.5 / 6.5" total_charge=+2 e_homo_ev="-24.42 / -23.66" multiplicity=4
Pt 0.9034 0.5556 -0.7771 -1.432 -0.882 1.233 1.2742
Br -0.9034 -0.5556 0.7771 1.432 0.882 -1.233 0.7258

=====

[3]
3
Properties=species:S:1:pos:R:3:forces:R:3:mulliken_charge:R:1 method="wB97M-V/def2-TZVPD" lumo_ha="-0.6482 / -0.7492" e_tot_ha=-2810.88748 s2=6.06 gap_ev="9.1 / 5.0" total_charge=+3 e_homo_ev="-26.71 / -25.39" multiplicity=5
Pt -1.0338 -0.7126 -2.2463 0.782 0.675 1.786 1.4388
Pt 1.0925 0.6222 2.2908 0.086 0.067 0.191 1.3067
Br -0.0587 0.0904 -0.0445 -0.868 -0.742 -1.977 0.2545

=====

[4]
208
Properties=species:S:1:pos:R:3:forces:R:3:mulliken_charge:R:1 method="wB97M-V/def2-TZVPD" lumo_ha=-0.0503 e_tot_ha=-5742.63842 gap_ev=8.1 e_homo_ev=-9.43 smiles="O=C1c2ccccc2C(=O)c2ccccc21.O=C1c2ccccc2C(=O)c2ccccc21.O=C1c2ccccc2C(=O)c2ccccc21.O=C1c2ccccc2C(=O)c2ccccc21.O=C1c2ccccc2C(=O)c2ccccc21.O=C1c2ccccc2C(=O)c2ccccc21.O=C1c2ccccc2C(=O)c2ccccc21.OCCO.OCCO.OCCO.OCCO"
O -4.6152 3.7642 6.9134 0.223 -0.309 -0.616 -0.6825
C -4.6627 3.4145 5.7438 0.550 0.632 1.214 0.1643
C -3.4031 2.9618 5.0180 -1.777 1.279 -0.730 0.5020
C -2.1474 3.2499 5.5373 -0.746 -0.208 0.208 -1.0292
C -0.9972 2.8574 4.8230 -2.573 0.566 1.153 -0.9482
C -1.1861 2.2528 3.6216 1.759 -0.672 -2.287 -0.7854
C -2.4353 2.2268 2.9985 0.611 -0.730 -0.052 -0.2624
C -3.5811 2.5731 3.6681 0.773 -0.556 0.850 1.0072
C -4.8973 2.4561 3.0119 -1.188 0.937 0.355 0.2240
O -5.0787 2.0569 1.8723 0.581 -0.095 0.215 -0.9622
C -6.0934 3.0099 3.7665 -0.138 -0.640 -1.469 0.7744
C -7.3441 2.9881 3.1138 0.905 -0.204 1.726 -0.9534
C -8.4360 3.4276 3.8012 -1.055 0.156 0.455 -0.6035
C -8.3301 4.0002 5.0845 1.655 -0.245 -0.758 -0.5638
C -7.0913 4.0317 5.7191 -0.376 0.868 -0.202 -0.6741
C -5.9857 3.5022 5.0363 0.775 -0.093 0.933 0.5178
H -2.1928 3.7895 6.4961 0.577 -0.467 -0.412 0.4387
H -0.0808 3.0918 5.2508 1.723 -0.009 0.431 0.9648
H -0.2776 1.8624 3.0472 -1.428 0.645 0.712 0.1799
H -2.5101 1.8570 1.9996 0.024 -0.233 -0.563 0.7715
H -7.4374 2.4733 2.2069 -0.060 -0.345 -1.309 0.5798
H -9.4249 3.2834 3.3653 0.197 0.303 0.024 0.3921
H -9.1535 4.5072 5.5033 -0.941 0.190 0.594 0.4465
H -6.9531 4.6049 6.6581 -0.031 -0.861 -0.595 0.3883
O 2.1849 -1.0744 2.0122 -0.456 0.355 -0.153 -0.6291
C 3.2752 -1.5170 2.2825 -0.037 -1.473 0.556 0.3663
C 3.3993 -2.9503 2.7744 1.983 1.608 -0.437 0.4340
C 2.2856 -3.7153 2.8329 -1.378 -0.205 0.113 -1.1085
C 2.3681 -5.0319 3.2012 1.025 -0.995 0.402 -0.4820
C 3.6234 -5.6338 3.4163 0.032 1.678 0.162 -0.9728
C 4.7728 -4.8437 3.3749 -0.217 0.805 -0.728 -0.5288
C 4.6687 -3.4725 3.0735 -0.388 -0.469 0.520 0.8158
C 5.8639 -2.5621 3.1802 -1.021 -0.324 -1.300 -0.0742
O 6.9152 -2.9119 3.6350 0.776 -0.690 0.773 -0.6458
C 5.7381 -1.2249 2.5551 0.831 0.141 -0.020 0.9025
C 6.9193 -0.4744 2.4209 -1.157 0.819 1.031 -0.9128
C 6.7521 0.7933 1.8709 1.914 -0.418 -0.636 -0.8402
C 5.5410 1.2537 1.4317 -1.282 0.591 -0.155 -1.1087
C 4.3483 0.5663 1.6221 1.446 -0.844 -0.188 0.0226
C 4.5115 -0.7434 2.1160 -0.853 1.230 0.097 0.0727
H 1.3376 -3.2328 2.6253 -0.055 -0.125 -0.036 0.7685
H 1.4849 -5.6070 3.3688 -0.500 -0.340 -0.142 0.5731
H 3.7337 -6.6318 3.7507 -0.197 -0.962 -0.020 0.5001
H 5.7729 -5.2385 3.4668 0.012 -0.219 0.420 0.4765
H 7.8238 -0.7665 2.9692 -0.314 -0.158 -0.788 0.4799
H 7.6256 1.4137 1.6183 -0.353 -0.300 0.454 0.3474
H 5.5282 2.1980 0.9284 -0.153 0.544 -0.061 0.8501
H 3.3868 0.9761 1.3304 0.113 -0.158 0.059 0.6061
O 0.3099 4.7139 -4.4710 -2.390 -0.389 -0.135 -0.7791
C -0.8601 4.2856 -4.5489 2.355 -0.558 0.124 0.8101
C -2.0652 5.0987 -4.3975 0.591 2.283 0.098 0.8061
C -1.9541 6.5324 -4.2535 -1.423 -1.693 0.416 -0.9022
C -3.1166 7.2566 -3.9853 0.915 1.445 0.184 -0.2842
C -4.3661 6.6698 -3.8518 0.165 -1.525 0.060 -0.9271
C -4.4236 5.2723 -3.9132 1.012 0.362 -1.258 -0.9542
C -3.2921 4.4829 -4.2782 -1.459 0.701 1.184 0.5295
C -3.4887 2.9744 -4.2669 1.317 2.765 -0.624 0.6141
O -4.5509 2.5622 -3.9172 -2.061 -1.184 0.147 -0.8626
C -2.3472 2.2006 -4.6746 0.411 -2.403 0.060 0.6986
C -2.4991 0.7793 -4.8454 -0.384 2.268 0.363 -0.9998
C -1.3676 0.0349 -5.0354 -0.048 -1.149 0.032 -0.5097
C -0.1512 0.6190 -5.2580 0.611 2.455 -0.095 -0.9780
C -0.0221 2.0582 -5.2320 -0.125 -2.613 0.887 -1.2780
C -1.0755 2.8059 -4.7623 -0.711 0.325 -0.979 0.6902
H -0.9932 7.0086 -4.2452 0.291 0.034 -0.213 0.5595
H -3.0379 8.3517 -3.7915 0.027 -0.914 -0.399 0.3351
H -5.2625 7.2583 -3.6597 0.296 -0.149 0.043 0.4001
H -5.3390 4.7473 -3.8116 -0.753 -0.290 0.242 0.5285
H -3.4937 0.3216 -4.7960 0.439 0.320 0.113 0.6568
H -1.4000 -1.0480 -4.9763 -0.100 0.026 -0.233 0.5434
H 0.6985 -0.0186 -5.4059 0.396 -0.009 -0.152 0.5300
H 0.9178 2.5359 -5.3783 0.528 0.159 -0.248 0.8920
O 0.5334 -8.1201 0.7255 0.899 0.248 -0.609 -0.7048
C -0.5421 -7.9143 1.2270 0.117 0.950 -0.373 0.7479
C -1.3456 -6.6887 0.8920 -1.757 -0.967 0.764 0.0890
C -0.8944 -5.7843 -0.0210 0.140 1.743 -1.208 -0.5410
C -1.6681 -4.7377 -0.5420 -1.776 -1.273 1.555 -0.4571
C -3.0292 -4.7025 -0.0998 1.256 0.955 -1.377 -0.4102
C -3.5171 -5.5601 0.8528 0.158 -1.617 0.122 -0.8364
C -2.6812 -6.5815 1.3577 0.656 1.814 -0.557 0.2854
C -3.1158 -7.3769 2.4940 -0.522 -0.726 0.308 0.5043
O -4.0976 -7.1325 3.1789 0.557 0.107 -0.599 -0.6585
C -2.2896 -8.5874 2.7662 -1.302 -0.206 0.779 0.4127
C -2.8241 -9.4729 3.6891 0.520 0.786 -0.150 -0.8624
C -2.0990 -10.5710 4.0146 -0.354 -1.659 0.116 -0.4298
C -0.9007 -10.8985 3.3844 0.731 -0.010 -0.002 -0.5736
C -0.3659 -10.0321 2.4334 -0.794 0.277 1.120 -0.6995
C -1.1014 -8.8834 2.1533 0.116 0.007 -0.019 0.2710
H 0.0937 -5.8682 -0.3746 1.190 -0.298 -0.338 0.8469
H -1.3272 -4.0273 -1.2861 0.195 -0.155 0.162 0.5047
H -3.6516 -3.9731 -0.6150 -0.190 -0.104 0.411 0.3146
H -4.5683 -5.6664 1.1215 0.249 0.656 0.103 0.4007
H -3.7390 -9.2254 4.1763 -0.520 0.041 0.184 0.5093
H -2.5708 -11.2667 4.7008 0.401 -0.075 0.168 0.3674
H -0.3739 -11.7989 3.7107 -0.095 0.296 -0.262 0.3786
H 0.6214 -10.0436 2.0161 0.231 -0.656 -0.255 0.5094
O 3.0637 0.1557 -4.0897 -0.262 -0.800 -0.176 -0.7359
C 3.9762 0.4775 -3.3638 0.390 0.919 -0.194 1.0482
C 4.9751 -0.4684 -2.7989 -1.529 0.682 -1.156 -0.1709
C 4.8129 -1.7572 -3.1669 0.507 -1.535 -0.214 -0.9237
C 5.7642 -2.6701 -2.7921 0.171 -1.149 0.480 -0.4632
C 6.8625 -2.2970 -2.0235 0.078 0.839 0.015 -1.0838
C 7.0358 -0.9622 -1.6396 -0.697 -1.209 -0.915 -0.7708
C 6.0658 -0.0749 -2.0926 1.647 1.143 1.493 1.0478
C 6.2720 1.3606 -1.7916 -1.880 -0.334 -0.984 0.1974
O 7.2216 1.7910 -1.2302 2.600 0.301 1.385 -0.6524
C 5.2222 2.3113 -2.1994 -0.452 0.240 -0.636 0.8229
C 5.3601 3.6268 -1.7421 -0.023 0.078 0.232 -0.9815
C 4.3347 4.4990 -2.0589 0.358 1.756 -0.428 0.1297
C 3.2944 4.1391 -2.8929 -0.451 -0.876 0.093 -0.4300
C 3.1652 2.8242 -3.3627 1.608 1.160 0.921 -0.1941
C 4.1550 1.8973 -3.0476 0.384 1.332 1.714 -0.7985
H 4.0272 -2.0646 -3.8139 -0.679 0.023 -0.211 0.9072
H 5.5943 -3.7156 -3.0492 0.335 0.158 -0.061 0.4433
H 7.6349 -2.9938 -1.7830 0.189 -0.561 0.224 0.5272
H 7.9055 -0.6543 -1.0824 -0.056 0.261 0.045 0.5912
H 6.2339 3.9770 -1.1368 -0.946 -0.702 -0.644 0.4092
H 4.3609 5.5838 -1.7988 0.181 -1.083 0.214 0.3600
H 2.5260 4.8793 -3.0690 -0.075 -0.132 -0.382 0.5310
H 2.3318 2.5468 -3.9172 -1.238 -0.511 -0.904 0.2353
O 2.8222 3.6610 1.1710 -1.767 1.492 0.775 -0.6083
C 1.9222 4.3467 1.6996 1.587 -2.607 -0.510 -0.6796
C 1.8231 4.3218 3.2199 1.691 -0.514 -0.855 1.2527
C 2.7148 3.5337 4.0231 -2.024 0.932 0.124 -0.5955
C 2.6527 3.7346 5.4011 0.535 -0.594 -1.080 -0.8904
C 1.8991 4.7517 5.9812 0.621 -0.621 0.026 -0.7686
C 1.1535 5.5480 5.2001 -1.234 1.284 -1.188 -0.7834
C 1.0700 5.2791 3.8089 -1.209 2.544 0.583 0.4650
C 0.1881 6.2114 2.9553 -0.782 -0.704 2.266 0.3562
O -0.6727 6.8942 3.4800 0.497 0.090 0.506 -0.7075
C 0.2473 6.1646 1.5287 -0.286 -0.051 -2.573 0.3081
C -0.5041 7.1201 0.7625 1.429 -0.669 1.940 -1.0028
C -0.3682 7.1205 -0.5876 -0.644 0.392 -0.505 -0.9620
C 0.3647 6.1276 -1.2535 -0.088 0.000 0.218 -0.2530
C 1.0766 5.1966 -0.5374 -0.838 -0.172 1.158 0.9942
C 0.9863 5.1722 0.8806 0.867 1.197 -0.177 0.2611
H 3.2827 2.7532 3.5588 0.393 -0.155 -0.066 0.8575
H 3.2548 3.0971 6.0037 0.381 -0.346 0.552 0.4796
H 1.9038 4.9598 7.0232 0.302 -0.151 0.784 0.4576
H 0.6678 6.4255 5.6611 -0.065 -0.625 -0.654 0.4089
H -1.0276 7.8851 1.3376 -0.043 -0.258 -0.409 0.5375
H -0.8935 7.9308 -1.0830 0.107 -0.287 -0.529 0.3452
H 0.3531 6.0360 -2.3271 0.100 0.261 -0.246 0.3698
H 1.6099 4.4317 -1.0490 0.415 -0.367 -0.104 -0.0007
O 4.1254 -6.5274 -3.8648 -0.504 0.273 0.188 -0.6523
C 3.1348 -5.8228 -3.9959 0.867 -1.092 -0.202 0.2455
C 2.7039 -4.8678 -2.9826 0.608 -0.215 1.444 0.6780
C 3.0476 -5.0556 -1.6338 -1.366 1.316 -0.611 -1.3176
C 2.5300 -4.1992 -0.6620 1.429 -0.784 0.136 -0.5012
C 1.8158 -3.0832 -0.9978 -0.639 0.014 0.139 0.1176
C 1.5729 -2.8795 -2.3409 -1.796 1.731 0.127 0.9742
C 1.9472 -3.7625 -3.3190 -0.198 0.382 -0.232 -0.1118
C 1.4476 -3.5579 -4.6987 0.037 -0.793 -0.454 0.0667
O 0.8086 -2.6015 -5.0725 -0.027 0.539 0.316 -0.4477
C 1.6630 -4.7039 -5.6332 0.388 -0.550 -0.284 0.4822
C 1.2003 -4.6017 -6.9383 -0.204 0.346 0.592 -0.4584
C 1.2476 -5.6918 -7.7960 0.592 -0.058 1.694 -0.7415
C 1.8202 -6.8881 -7.3665 0.343 -0.274 0.094 -0.5297
C 2.4667 -6.9324 -6.1157 -0.885 -0.110 -0.669 -0.6028
C 2.3450 -5.8697 -5.2379 0.014 0.827 -0.704 0.0690
H 3.5856 -5.8792 -1.2914 0.957 -1.339 0.074 0.7883
H 2.8099 -4.4168 0.3589 -0.270 0.012 0.178 0.0456
H 1.3318 -2.4885 -0.2200 0.345 0.184 -0.387 0.5085
H 0.9056 -2.0425 -2.6153 0.572 -0.436 0.039 -0.2923
H 0.7786 -3.6245 -7.1676 -0.096 -0.369 -0.435 0.4842
H 0.8290 -5.5949 -8.7416 -0.639 -0.018 -1.619 0.4981
H 1.7825 -7.7765 -8.0297 0.224 0.699 0.567 0.3499
H 3.0035 -7.8001 -5.7830 0.176 -0.281 -0.016 0.4997
O -2.0141 3.4593 -1.0967 -0.012 -0.061 -0.656 0.4896
C -2.6817 4.1918 -0.0685 0.848 -1.053 -0.145 1.0481
C -3.9042 4.9431 -0.5181 1.008 0.372 1.559 -0.2896
O -4.3218 5.5778 0.6883 -0.277 1.330 -0.337 -0.6830
H -2.5617 2.7217 -1.4364 -0.151 0.224 0.367 -0.7324
H -2.9254 3.4968 0.7485 -0.154 0.284 -0.112 -0.4024
H -1.9320 4.9109 0.3116 -0.503 -0.291 -0.154 -0.7976
H -4.6991 4.3574 -0.9179 -0.452 -0.689 -0.595 0.3347
H -3.5603 5.6975 -1.2159 -0.385 0.321 -0.173 -0.0856
H -4.7996 4.9803 1.2560 -0.198 -0.508 0.029 0.3205
O -0.0353 -0.4331 -1.2073 0.312 0.367 -2.537 0.3929
C 1.1151 0.3644 -1.0958 1.269 -0.573 -0.124 1.6167
C 0.9866 1.8750 -1.0166 -1.656 0.129 -1.233 1.0892
O 0.0902 2.2460 0.0257 2.308 -1.229 1.099 1.3057
H -0.4915 -0.3828 -0.4102 -1.471 -0.006 2.444 -0.6485
H 1.6081 0.0141 -0.1887 0.517 0.194 0.137 -0.2793
H 1.7290 0.0749 -1.9717 -0.081 0.360 0.464 -1.1626
H 0.6145 2.2947 -1.9994 0.108 -0.458 0.762 -0.5927
H 1.9606 2.3282 -0.8875 0.433 -0.057 0.409 -0.6136
H -0.6535 2.6606 -0.3527 -1.740 1.028 -1.000 -0.2471
O -1.8974 -1.4143 1.1498 -0.127 0.080 0.785 0.6672
C -1.6563 -1.6053 2.5578 0.367 0.978 -0.718 0.1908
C -2.8641 -1.4782 3.4544 0.334 -1.494 -0.411 -0.8738
O -3.8250 -2.4408 3.1090 -0.879 -0.302 0.090 -0.6047
H -2.6647 -0.8278 1.1446 -0.302 0.112 -0.610 -0.5518
H -1.1755 -2.5681 2.6730 -0.130 -0.340 0.056 0.2127
H -0.9625 -0.8476 2.8983 0.588 0.287 0.095 0.0079
H -3.2809 -0.4735 3.5960 0.212 -0.057 -0.162 0.0920
H -2.4801 -1.9092 4.3619 0.094 0.601 1.038 0.5779
H -4.2015 -2.2399 2.2536 -0.127 0.245 -0.411 0.2936
O -3.8171 1.3379 -1.8139 1.659 0.676 2.055 -0.3621
C -3.6379 -0.0278 -1.6864 -0.910 -1.207 2.619 1.0037
C -4.8017 -0.6388 -0.7615 1.240 0.063 0.040 -0.9021
O -4.5363 -0.4383 0.6587 -0.378 0.679 -0.999 -0.2252
H -4.4307 1.4972 -2.4934 -1.262 0.552 -1.561 0.0633
H -3.6327 -0.4591 -2.6557 -0.073 -0.886 -0.872 0.4149
H -2.6711 -0.2657 -1.1811 -0.642 0.360 -0.446 -0.8449
H -4.8217 -1.7360 -0.8892 -0.331 0.510 -0.174 0.1638
H -5.7740 -0.1316 -0.9431 0.521 -0.628 -0.463 0.4382
H -4.9295 0.4399 0.8350 0.574 -0.386 0.462 0.2495